Record 1
52
Properties=species:S:1:pos:R:3:nbo_charge:R:1 method="wB97M-V/def2-TZVPD" smiles="O=S(=O)(c1ccccc1)[C@@H](Br)[C@@H](c1ccccc1)c1ccc(Oc2ccccc2)cc1" charge=0 e_lumo_ev=-0.02 homo_lumo_gap_ha=0.3190
C -6.88650 -1.80143 -3.50896 -0.229
C -6.72191 -0.91790 -2.44387 -0.195
C -5.54804 -0.18099 -2.30673 -0.267
C -4.54712 -0.27703 -3.27788 0.305
O -3.35377 0.43010 -3.10467 -0.519
C -2.48121 0.19719 -2.04648 0.289
C -1.31377 -0.57169 -2.21915 -0.246
C -0.39361 -0.66205 -1.17500 -0.193
C -0.55014 -0.07971 0.07373 -0.049
C 0.61074 -0.20211 1.04485 -0.294
C 0.11201 -0.36453 2.47593 -0.048
C 1.09071 -0.61202 3.40791 -0.207
C 0.86950 -0.82377 4.77485 -0.203
C -0.41038 -0.75445 5.28855 -0.211
C -1.49343 -0.53365 4.41015 -0.237
C -1.22450 -0.34965 3.01452 -0.152
C -1.74798 0.65946 0.24104 -0.203
C -2.71199 0.76700 -0.79106 -0.212
C -4.72398 -1.11754 -4.40381 -0.256
C -5.90194 -1.88445 -4.50378 -0.196
H -7.80614 -2.36876 -3.65375 0.216
H -7.53995 -0.83247 -1.72670 0.217
H -5.46166 0.47846 -1.45015 0.221
H -1.09412 -1.04016 -3.19343 0.228
H 0.52646 -1.22013 -1.39830 0.215
H 1.19255 -1.09502 0.80469 0.263
H 2.10810 -0.77424 3.08888 0.237
H 1.73384 -1.04727 5.41598 0.218
H -0.61593 -0.89680 6.36361 0.213
H -2.51233 -0.54514 4.79752 0.217
H -2.13271 -0.30052 2.38960 0.207
H -1.93512 1.17641 1.18458 0.224
H -3.61316 1.33238 -0.58508 0.214
H -3.97696 -1.14413 -5.19454 0.227
H -6.06291 -2.52779 -5.37933 0.218
Br 2.98013 -0.76459 -1.06271 0.058
C 2.03266 0.23180 0.39291 -0.470
S 3.35727 0.63797 1.62851 2.141
C 4.82929 1.13572 0.71466 -0.319
C 5.83584 0.20920 0.40130 -0.171
C 6.95091 0.60282 -0.35485 -0.217
C 7.10440 1.93872 -0.75184 -0.176
C 6.06002 2.83384 -0.50848 -0.216
C 4.94605 2.44187 0.23939 -0.186
O 2.91951 1.74113 2.45719 -0.905
O 3.77219 -0.61147 2.26109 -0.951
H 1.93580 1.20295 -0.12552 0.245
H 5.74098 -0.83811 0.70540 0.250
H 7.72720 -0.11491 -0.66699 0.225
H 8.03053 2.26483 -1.24777 0.223
H 6.15680 3.83224 -0.92515 0.223
H 4.13779 3.14039 0.42914 0.236


Record 2
11
Properties=species:S:1:pos:R:3:nbo_charge:R:1 method="wB97M-V/def2-TZVPD" charge=0 e_lumo_ev=0.32 homo_lumo_gap_ha=0.3430
C 1.32437 -0.10112 -0.03711 0.741
C -0.88554 0.71184 0.12544 0.660
H 2.86598 0.86070 -0.50852 0.508
H -2.04521 -1.64130 0.62729 0.482
H -2.10818 2.40020 -0.41512 0.421
N 0.63975 -1.13235 -0.06933 -0.298
N -0.66443 -0.64639 0.24139 -0.060
N -1.91989 1.43082 0.01868 -0.793
O 2.65366 0.07132 0.09341 -0.630
O -1.54691 -1.58731 -0.22268 -0.500
O 0.42656 1.15993 -0.06682 -0.532